# C25H34N2O5Rh

A structure of composition C25H34N2O5Rh at a distorted geometry (ωB97M-V with the def2-TZVPD basis set, OMol25).

Computed properties:
Kohn-Sham gap (alpha / beta) ... 6.239 / 6.238 eV
Net charge ... +1
Spin multiplicity ... 1
Max |F| ... 1.19 eV Å⁻¹
Electronic energy ... -1569.056527 Eh
HOMO level (alpha / beta) ... -11.166 / -11.166 eV

Each line ends with the Löwdin charge.
Cartesian coordinates (Å):
1 Rh 0.220 0.253 -0.191  1.316
2 O -2.264 -2.991 -1.627  0.191
3 C -1.644 -1.940 -1.147  -0.483
4 O -0.583 -1.970 -0.563  0.054
5 C -2.379 -0.644 -1.394  -0.059
6 O -1.894 0.362 -0.491  -0.250
7 C -2.212 1.691 -0.988  -0.041
8 C -1.031 2.195 -1.811  -0.580
9 O -1.120 2.840 -2.814  0.153
10 O 0.121 1.881 -1.247  -0.159
11 H -1.728 -3.788 -1.469  0.164
12 H -3.449 -0.797 -1.252  0.156
13 H -2.207 -0.348 -2.436  0.166
14 H -2.345 2.326 -0.112  0.149
15 H -3.132 1.670 -1.568  0.146
16 C -1.637 -1.753 3.666  -0.038
17 C -1.986 -0.846 2.482  -0.381
18 C -3.405 -1.137 1.990  -0.053
19 C -1.794 0.606 2.868  -0.143
20 C -2.711 1.216 3.713  -0.022
21 C -2.522 2.517 4.143  -0.041
22 C -1.419 3.234 3.715  -0.022
23 C -0.460 2.677 2.871  -0.120
24 C 0.683 3.598 2.460  -0.359
25 C 1.203 3.483 1.035  -0.057
26 C 1.842 3.528 3.463  -0.047
27 C -0.658 1.337 2.489  -0.150
28 N 0.360 0.655 1.750  -0.038
29 C 1.495 0.277 2.287  -0.021
30 C 2.476 -0.223 1.416  -0.279
31 C 3.779 -0.706 1.521  0.014
32 C 4.176 -1.034 0.232  -0.004
33 C 3.112 -0.770 -0.647  -0.208
34 N 2.086 -0.280 0.077  -0.021
35 C 3.059 -1.055 -2.126  -0.540
36 C 2.144 -0.077 -2.858  -0.033
37 C 2.517 -2.485 -2.308  -0.027
38 C 4.468 -0.975 -2.722  -0.040
39 H -1.807 -2.801 3.412  0.086
40 H -2.254 -1.511 4.532  0.089
41 H -0.591 -1.643 3.958  0.080
42 H -1.288 -1.082 1.677  0.088
43 H -4.120 -1.139 2.812  0.085
44 H -3.450 -2.127 1.530  0.086
45 H -3.741 -0.398 1.259  0.076
46 H -3.577 0.662 4.052  0.119
47 H -3.239 2.976 4.810  0.116
48 H -1.292 4.260 4.036  0.124
49 H 0.252 4.599 2.540  0.132
50 H 1.786 2.576 0.863  0.062
51 H 1.869 4.325 0.838  0.096
52 H 0.403 3.521 0.303  0.066
53 H 2.466 2.649 3.287  0.068
54 H 1.485 3.497 4.493  0.085
55 H 2.484 4.403 3.356  0.088
56 H 1.628 0.377 3.358  0.159
57 H 4.357 -0.785 2.427  0.119
58 H 5.134 -1.428 -0.061  0.112
59 H 1.136 -0.044 -2.425  0.040
60 H 2.030 -0.387 -3.897  0.099
61 H 2.533 0.941 -2.844  0.105
62 H 1.521 -2.588 -1.868  0.064
63 H 3.174 -3.213 -1.831  0.095
64 H 2.459 -2.721 -3.371  0.092
65 H 4.907 0.013 -2.576  0.099
66 H 4.417 -1.169 -3.794  0.094
67 H 5.133 -1.718 -2.286  0.083